Entry 1:
{"formula": "C6H6N", "method": "wB97M-V/def2-TZVPD", "total_charge": 1, "homo_energy_ev": [-13.9, -13.9], "e_tot_ev": -7797.2774, "smiles": "C=C=C=[N+]=C=CC", "largest_force_ev_per_a": 3.32, "species": ["C", "C", "C", "N", "C", "C", "C", "H", "H", "H", "H", "H", "H"], "xyz": [[2.658394, -2.759475, -1.754142], [1.825864, -2.001712, -1.150274], [0.986680, -1.317635, -0.520608], [0.058471, -0.550249, -0.199657], [-0.785554, 0.236605, 0.258436], [-1.680646, 1.062714, 0.790630], [-1.630850, 2.456208, 1.249988], [3.489988, -2.423825, -2.425161], [2.381213, -3.787081, -1.712479], [-2.615903, 0.656149, 1.115694], [-2.614381, 2.836482, 1.468989], [-1.026637, 3.129611, 0.605356], [-1.046638, 2.462208, 2.273229]], "forces_ev_per_a": [[1.452, -0.541, -1.872], [-0.359, 1.309, 1.143], [-1.667, 1.223, -0.146], [-0.739, 0.826, 0.796], [0.437, -0.053, -0.027], [0.858, -1.417, -0.259], [2.735, 1.319, 1.338], [-0.674, -0.272, 1.046], [0.251, -0.973, -0.255], [-0.347, -1.131, -0.093], [-0.218, 0.165, -0.229], [-0.622, -0.347, 0.306], [-1.109, -0.107, -1.748]], "lowdin_charge": [0.143, -0.014, 0.046, 0.181, 0.085, -0.063, -0.067, 0.131, 0.096, 0.130, 0.081, 0.103, 0.148]}

Entry 2:
{"formula": "C5H16NO", "method": "wB97M-V/def2-TZVPD", "total_charge": 2, "multiplicity": 2, "s_squared": 0.753, "homo_energy_ev": [-19.9, -19.9], "e_tot_ev": -8961.7232, "largest_force_ev_per_a": 1.83, "species": ["C", "C", "C", "C", "C", "N", "H", "H", "H", "H", "H", "H", "H", "H", "H", "H", "H", "H", "H", "H", "H", "H", "O"], "xyz": [[-1.149341, -1.133149, -0.604824], [-0.779904, 0.151842, -1.299954], [0.241706, 1.161502, -0.570954], [1.547548, 0.530122, -0.327008], [2.447913, 0.138286, -1.622751], [-1.781846, -0.843842, 0.746701], [-0.348654, -1.853988, -0.426203], [-1.933655, -1.641608, -1.141489], [-0.261242, -0.045684, -2.226815], [-1.660402, 0.734763, -1.585770], [0.447535, 1.987373, -1.257141], [-0.241157, 1.466588, 0.372151], [2.186100, 1.349664, 0.097461], [1.422572, -0.355479, 0.292978], [1.776177, 0.244417, -2.487280], [2.742431, -0.905595, -1.505724], [3.305360, 0.786495, -1.703640], [-2.028550, -1.696492, 1.246725], [-1.120972, -0.328922, 1.362769], [-2.605341, -0.269295, 0.657116], [-0.649231, 0.593916, 3.727576], [0.379343, -0.385860, 3.201581], [-0.404745, 0.111009, 2.925411]], "forces_ev_per_a": [[-0.448, 0.058, 0.855], [0.132, 0.215, 0.059], [0.659, -0.065, -0.657], [-1.535, -1.001, -0.026], [0.539, -0.295, 0.299], [1.072, 0.093, -0.264], [0.067, 0.249, -0.107], [-0.075, -0.242, -0.606], [0.158, -0.400, -0.386], [0.015, 0.113, 0.382], [-0.637, 0.382, 0.436], [-0.169, 0.301, -0.100], [0.430, 0.030, -0.390], [0.430, -0.017, 0.044], [-0.169, 0.452, 0.217], [0.159, 0.188, 0.264], [0.261, 0.024, -0.345], [-0.147, -0.154, 0.007], [-0.275, -0.153, 0.441], [-0.635, 0.215, -0.074], [-0.215, 0.113, -0.132], [-0.097, 0.022, 0.011], [0.480, -0.126, 0.071]], "lowdin_charge": [-0.103, -0.084, -0.122, -0.109, 0.094, 0.203, 0.145, 0.146, 0.122, 0.148, 0.149, 0.153, 0.216, 0.122, 0.116, 0.114, 0.103, 0.182, 0.087, 0.174, 0.095, 0.084, -0.037]}

Entry 3:
{"formula": "C6H10N2", "method": "wB97M-V/def2-TZVPD", "total_charge": 0, "homo_energy_ev": -8.7, "e_tot_ev": -9359.1678, "smiles": "C1CC1/N=N/C1CC1", "largest_force_ev_per_a": 5.43, "species": ["C", "C", "C", "N", "N", "C", "C", "C", "H", "H", "H", "H", "H", "H", "H", "H", "H", "H"], "xyz": [[1.955953, 0.093739, -1.819804], [1.358321, -0.984994, -2.687905], [1.185378, -0.963158, -1.091712], [-0.077931, -0.582244, -0.410960], [0.010673, 0.311566, 0.540013], [-1.246137, 0.989634, 1.135601], [-2.338440, 0.114438, 1.847315], [-1.109173, 0.632435, 2.642622], [3.036235, 0.341065, -1.916967], [1.333170, 0.939525, -2.037750], [2.095738, -1.657247, -3.168770], [0.437226, -0.635384, -3.133280], [1.884664, -1.579634, -0.419178], [-1.413705, 1.964684, 0.808323], [-2.222797, -0.850932, 1.476664], [-3.320726, 0.582129, 1.885829], [-0.331401, -0.075451, 2.919259], [-1.237048, 1.359829, 3.430700]], "forces_ev_per_a": [[-0.187, 1.049, -1.378], [0.086, -0.444, 2.436], [2.769, -0.207, 1.039], [-1.250, 3.086, 2.331], [0.147, -1.704, -4.116], [1.587, -4.493, 2.599], [2.249, 2.487, -0.675], [-1.587, 0.421, -0.981], [-0.864, -0.644, 0.834], [0.174, 0.910, 0.540], [-1.196, 0.072, 0.370], [0.170, -0.549, -0.654], [-1.416, 0.470, -1.279], [-0.011, 1.340, -0.543], [-0.462, -1.720, -0.219], [0.264, -0.314, 0.350], [-0.172, -0.059, -0.455], [-0.303, 0.299, -0.199]], "lowdin_charge": [-0.194, -0.093, -0.295, 0.035, 0.037, -0.233, -0.082, -0.121, 0.113, 0.081, 0.101, 0.086, 0.148, 0.098, 0.056, 0.093, 0.088, 0.080]}

Entry 4:
{"formula": "CH4N2O", "method": "wB97M-V/def2-TZVPD", "total_charge": 0, "homo_energy_ev": -10.0, "e_tot_ev": -6130.1493, "smiles": "NC(N)=O", "largest_force_ev_per_a": 2.96, "species": ["N", "C", "N", "O", "H", "H", "H", "H"], "xyz": [[1.139910, 0.224956, -0.028120], [-0.224073, 0.524674, 0.061996], [-0.985705, -0.602617, 0.045429], [-0.760151, 1.639588, -0.028133], [1.567956, -0.678329, -0.125540], [1.871271, 0.939701, 0.232073], [-1.946807, -0.491723, -0.055142], [-0.662398, -1.556253, -0.102566]], "forces_ev_per_a": [[1.513, 2.405, 0.846], [-0.085, 0.507, -1.629], [0.855, -1.403, 0.331], [1.590, -1.531, 0.867], [-0.746, -0.295, 0.141], [-1.800, -0.915, -0.587], [-1.581, 0.465, -0.185], [0.253, 0.767, 0.217]], "lowdin_charge": [0.114, -0.646, 0.135, 0.010, 0.078, 0.126, 0.077, 0.105]}

Entry 5:
{"formula": "C4H4OS", "method": "wB97M-V/def2-TZVPD", "total_charge": 0, "homo_energy_ev": -8.2, "e_tot_ev": -17094.3043, "smiles": "Sc1ccco1", "largest_force_ev_per_a": 2.33, "species": ["S", "C", "C", "C", "C", "O", "H", "H", "H", "H"], "xyz": [[-2.201035, -0.943025, -1.045828], [-0.692262, -0.286391, -0.351531], [0.515753, -0.721082, 0.068253], [1.186993, 0.388398, 0.560717], [0.407297, 1.449488, 0.303225], [-0.752628, 1.100376, -0.344914], [-1.873754, -2.214652, -0.775986], [0.848696, -1.731887, 0.055467], [2.132161, 0.475926, 1.078201], [0.428779, 2.482852, 0.452395]], "forces_ev_per_a": [[0.895, -0.119, 0.328], [-1.203, 0.942, -1.615], [-1.218, -1.486, -0.160], [1.073, 1.842, 0.617], [-0.804, 0.174, -0.722], [0.734, -1.829, 1.244], [-0.089, 0.011, -0.041], [0.071, -0.482, 0.124], [-0.051, -0.291, -0.176], [0.591, 1.238, 0.401]], "lowdin_charge": [0.814, -0.647, -0.102, -0.088, -0.122, -0.046, -0.132, 0.105, 0.113, 0.106]}

Entry 6:
{"formula": "F3HN2O2S", "method": "wB97M-V/def2-TZVPD", "total_charge": 0, "homo_energy_ev": [-11.5, -11.5], "e_tot_ev": -26070.8232, "largest_force_ev_per_a": 3.92, "species": ["N", "N", "O", "O", "F", "F", "F", "S", "H"], "xyz": [[-1.007566, -1.012454, 1.300023], [-0.015447, 1.402851, -1.464609], [-0.044561, 0.133574, -1.092794], [1.160260, -1.889010, 1.832261], [-2.258359, -0.722374, 1.791984], [0.660525, 2.092243, -0.362736], [-1.330344, 1.927482, -1.303918], [-0.092495, -1.703578, 2.441853], [-0.677235, -0.055658, -0.397895]], "forces_ev_per_a": [[0.928, -0.795, 1.554], [0.198, 0.557, 0.774], [0.508, 0.267, -1.459], [2.587, -0.722, -0.525], [-0.314, -0.088, 0.327], [-0.699, -0.401, -0.640], [0.698, -0.560, 0.144], [-3.355, 1.594, -1.254], [-0.552, 0.149, 1.080]], "lowdin_charge": [-0.271, -0.067, 0.023, -0.468, -0.152, -0.073, -0.036, 1.008, 0.036]}

Entry 7:
{"formula": "C22H22ClNO3", "method": "wB97M-V/def2-TZVPD", "total_charge": 0, "homo_energy_ev": -9.1, "e_tot_ev": -43327.0522, "smiles": "O=C(CCc1ccccc1)C(=O)N1CCC[C@@H](C(=O)c2cccc(Cl)c2)C1", "largest_force_ev_per_a": 0.63, "species": ["O", "C", "C", "C", "C", "C", "C", "C", "C", "C", "C", "O", "N", "C", "C", "C", "C", "C", "O", "C", "C", "C", "C", "C", "Cl", "C", "C", "H", "H", "H", "H", "H", "H", "H", "H", "H", "H", "H", "H", "H", "H", "H", "H", "H", "H", "H", "H", "H", "H"], "xyz": [[1.746939, -2.323817, -2.121958], [1.210730, -1.266710, -1.902111], [1.900994, 0.072135, -1.910760], [3.388238, -0.044498, -1.560271], [3.540410, -0.402719, -0.108148], [3.391488, 0.572755, 0.870744], [3.484593, 0.246002, 2.211543], [3.722542, -1.064176, 2.591692], [3.868921, -2.042984, 1.624043], [3.778904, -1.713621, 0.282467], [-0.285962, -1.119288, -1.650729], [-0.974912, -0.494737, -2.440754], [-0.778453, -1.700777, -0.538795], [0.022729, -2.262854, 0.526410], [0.163566, -1.248488, 1.661722], [-1.209214, -0.761122, 2.124348], [-2.082355, -0.280028, 0.957510], [-1.568985, 0.975543, 0.271929], [-0.394212, 1.240420, 0.163299], [-2.618359, 1.827648, -0.350629], [-3.741312, 2.253732, 0.352987], [-4.673198, 3.069631, -0.263458], [-4.509190, 3.452620, -1.583454], [-3.388478, 3.023762, -2.279583], [-3.176316, 3.497631, -3.924338], [-2.434352, 2.227061, -1.671106], [-2.123663, -1.375428, -0.130884], [1.773409, 0.472866, -2.921061], [1.385575, 0.746769, -1.223634], [3.877739, 0.909613, -1.763250], [3.841402, -0.814292, -2.186521], [3.201581, 1.595789, 0.578920], [3.370069, 1.014813, 2.961844], [3.796957, -1.320147, 3.638656], [4.056478, -3.066762, 1.914198], [3.891244, -2.480147, -0.470395], [-0.488381, -3.163371, 0.885444], [1.003150, -2.549723, 0.150387], [0.752819, -0.401610, 1.312198], [0.696386, -1.708047, 2.494748], [-1.735409, -1.578321, 2.625775], [-1.083839, 0.050027, 2.843967], [-3.104198, -0.108970, 1.304544], [-3.871726, 1.980834, 1.389619], [-5.537821, 3.409317, 0.286521], [-5.238989, 4.080135, -2.070096], [-1.572183, 1.877260, -2.217128], [-2.600549, -2.273422, 0.272126], [-2.674810, -1.030305, -1.008581]], "forces_ev_per_a": [[-0.102, 0.030, -0.003], [-0.014, 0.366, -0.105], [0.468, 0.004, -0.156], [-0.223, -0.042, -0.040], [0.112, 0.019, -0.078], [0.030, -0.029, 0.019], [-0.004, 0.078, 0.067], [0.015, -0.034, 0.114], [0.001, -0.074, 0.087], [0.027, -0.031, -0.010], [-0.264, -0.573, 0.040], [0.189, 0.200, -0.224], [-0.155, -0.131, -0.056], [0.464, 0.043, 0.414], [-0.057, -0.190, 0.015], [0.158, 0.217, -0.138], [0.260, -0.200, 0.188], [-0.410, -0.163, 0.303], [0.053, 0.110, -0.004], [-0.123, 0.422, -0.319], [0.146, -0.113, -0.028], [-0.037, 0.032, 0.008], [0.068, -0.025, -0.042], [-0.013, -0.073, 0.323], [0.025, 0.068, -0.249], [-0.052, -0.002, 0.010], [-0.397, 0.270, -0.207], [-0.099, 0.055, -0.003], [-0.022, -0.008, -0.089], [0.017, -0.046, -0.040], [0.053, 0.087, -0.004], [-0.028, 0.128, -0.043], [-0.006, 0.066, 0.060], [0.007, -0.019, 0.081], [0.022, -0.084, 0.023], [0.004, -0.055, -0.092], [0.073, -0.018, -0.061], [-0.122, -0.075, 0.029], [0.046, -0.107, 0.051], [0.031, -0.022, 0.017], [-0.046, 0.013, 0.045], [-0.050, -0.034, 0.078], [0.046, 0.008, -0.086], [-0.041, -0.074, 0.090], [-0.064, 0.044, 0.041], [-0.056, 0.048, -0.068], [0.072, 0.000, -0.059], [0.002, 0.049, -0.019], [-0.006, -0.136, 0.123]], "lowdin_charge": [0.126, -0.301, -0.089, -0.131, -0.236, -0.048, -0.090, -0.104, -0.085, -0.048, -0.388, 0.081, -0.022, -0.118, -0.156, -0.130, -0.204, -0.309, 0.115, -0.142, -0.029, -0.070, -0.101, -0.655, 0.688, -0.033, -0.076, 0.141, 0.105, 0.120, 0.117, 0.119, 0.103, 0.100, 0.103, 0.113, 0.134, 0.109, 0.092, 0.114, 0.119, 0.121, 0.136, 0.114, 0.107, 0.105, 0.108, 0.139, 0.135]}

What ΔE to the lowest compared entry with this formula, charge and spin values result from the calculations? In sequence: 56.9 1.5 121.5 8.3 19.4 32.9 0.0 kcal per mole.